# C15H18F2LiNO2Si

C15H18F2LiNO2Si as an isolated structure at a distorted geometry (ωB97M-V/def2-TZVPD, the OMol25 dataset).

Geometry (Å):
Si -0.667 -1.164 -0.685
F 4.316 -1.331 0.292
F 3.030 -0.984 2.023
O 3.875 0.374 -1.894
O 2.443 2.048 -1.501
N 4.319 1.251 0.952
C 3.122 1.057 -1.178
C -0.043 -0.216 -2.173
C 3.088 0.691 0.338
C 3.101 -0.841 0.646
C 1.944 1.365 0.966
C 2.043 -1.728 0.010
C 0.631 -1.555 0.616
C -2.200 1.215 -0.354
C 1.026 1.844 1.573
C -2.959 -0.612 0.972
C -3.212 1.976 0.175
C -3.975 0.157 1.497
C -4.095 1.460 1.094
C -1.503 -2.729 -1.337
C -2.070 -0.093 0.043
Li -4.690 3.950 0.295
H 0.791 -0.697 -2.672
H -0.871 -0.202 -2.890
H -4.882 2.091 1.509
H 4.075 1.924 1.663
H -2.330 -2.413 -1.970
H 2.077 -1.581 -1.065
H 4.863 1.708 0.233
H 0.650 -0.837 1.423
H 0.267 2.206 2.215
H 0.212 0.810 -1.932
H -3.283 2.996 -0.176
H -1.944 -3.272 -0.500
H -4.660 -0.263 2.215
H 2.377 -2.749 0.181
H -0.817 -3.367 -1.881
H -1.513 1.658 -1.056
H 0.331 -2.504 1.063
H -2.864 -1.644 1.271

Lowest unoccupied orbital energy: -0.119 Eh
HOMO energy: -6.68 eV
Charge: 0

---

# C50H50KN3O5P2SSi

C50H50KN3O5P2SSi as an isolated structure at a distorted geometry (ωB97M-V/def2-TZVPD, the OMol25 dataset).

Geometry (Å):
K 0.004 -0.581 -0.680
S -2.409 -2.117 -0.011
P -1.506 2.009 -0.590
P 0.935 3.715 -0.386
Si -0.428 -4.337 0.565
O -2.704 -4.789 2.648
O -1.903 -2.114 -1.397
O -1.918 -0.915 0.691
O 2.044 -1.147 -1.650
O 2.036 0.495 -0.155
N 4.096 -2.795 -1.550
N -1.913 -3.452 0.814
N -0.705 3.600 -0.906
C 2.998 -4.523 -3.415
C 3.621 -6.428 -1.852
C -2.740 2.478 1.949
C 4.856 -4.632 -0.113
C -0.546 1.558 3.365
C -1.042 4.284 -2.172
C -1.597 2.099 1.249
C 2.415 1.829 -3.740
C 0.094 -4.244 -1.242
C -5.856 2.873 -1.850
C 0.497 6.192 0.713
C 1.974 3.254 -1.833
C 4.865 -5.989 0.165
C 6.164 -1.856 -0.674
C 4.172 3.199 -2.852
C -4.187 -3.434 1.263
C -6.595 -3.251 0.924
C 1.549 2.310 -2.766
C -2.777 2.427 3.336
C -3.958 1.419 -1.639
C 1.033 5.567 -0.414
C -5.553 -3.739 1.646
C 4.241 -6.882 -0.690
C -0.682 -6.143 0.937
C -5.281 1.626 -2.017
C 3.626 -5.067 -2.157
C 6.853 -0.806 -0.094
C 2.947 -7.422 -2.766
C -3.797 3.698 -0.912
C 1.019 -3.694 1.565
C 2.627 -0.388 -0.818
C 6.188 0.363 0.256
C 0.447 7.576 0.814
C 4.827 0.462 0.008
C -5.127 -1.983 -0.588
C 4.115 -0.574 -0.587
C -4.037 -2.456 0.142
C -3.207 2.450 -1.082
C -6.404 -2.380 -0.248
C 3.302 3.680 -1.883
C 3.728 2.276 -3.790
C 0.952 8.366 -0.209
C 1.496 7.759 -1.329
C 4.218 -4.159 -1.260
C -3.021 -3.984 1.699
C -5.112 3.910 -1.297
C -0.510 1.599 1.979
C -1.677 1.979 4.049
C 1.534 6.370 -1.431
C 4.786 -1.765 -0.917
H 3.664 4.386 -1.142
H -3.621 2.805 1.414
H 5.204 3.528 -2.862
H 1.963 5.912 -2.313
H -7.610 -3.527 1.208
H 0.112 5.571 1.518
H 3.470 -7.505 -3.723
H -6.886 3.037 -2.140
H -3.680 2.719 3.859
H 2.932 -8.410 -2.305
H 1.289 -2.669 1.277
H 2.771 -5.312 -4.131
H 0.236 -6.705 0.699
H -1.504 -6.535 0.329
H -1.711 1.932 5.131
H 7.920 -0.899 0.080
H 3.672 -3.803 -3.885
H 6.722 1.182 0.727
H 3.170 -2.471 -1.838
H 1.915 -7.132 -2.977
H 0.016 8.042 1.693
H 4.214 -7.939 -0.447
H -7.259 -2.018 -0.812
H 0.756 -5.090 -1.476
H 5.335 -6.347 1.073
H 0.536 1.927 -2.722
H 1.894 -4.331 1.373
H 4.268 1.351 0.279
H 2.067 -3.989 -3.196
H -1.448 5.280 -1.968
H -0.174 4.411 -2.816
H 5.307 -3.928 0.575
H -1.790 3.733 -2.735
H -0.777 -4.266 -1.898
H 1.888 8.368 -2.135
H 0.372 1.228 1.461
H 4.407 1.892 -4.539
H -5.859 0.812 -2.433
H 0.308 1.173 3.910
H -4.975 -1.297 -1.421
H -3.220 4.502 -0.468
H 0.808 -3.703 2.638
H -5.565 4.884 -1.155
H 0.937 9.446 -0.125
H -5.717 -4.391 2.501
H 0.643 -3.317 -1.453
H -3.504 0.438 -1.745
H -0.950 -6.288 1.985
H 2.068 1.086 -4.447
H 6.686 -2.761 -0.960

Lowest unoccupied orbital energy: 0.131 Eh
HOMO energy: 1.47 eV
Charge: -2

---

The calculation returns the following E values, one per record and in order: -34946.476 -120988.348 eV.
The calculation returns the following gap between HOMO and LUMO values, one per record and in order: 3.5 2.1 eV.